This record from the Open Molecules 2025 dataset describes C5H9NO in the gas phase at a distorted geometry. The level of theory is ωB97M-V/def2-TZVPD.

Structure (ORCA input):
```
! wB97M-V def2-TZVPD RIJCOSX def2/J DEFGRID3
* xyz 0 1
C 2.20992 0.67867 0.21513
C -1.59834 0.00884 1.01571
C 0.86100 0.69647 0.89285
C -0.30756 0.00210 0.24645
N -1.14861 -1.26204 -1.66752
C -0.18300 -0.59603 -0.95061
O 0.71609 1.28703 1.96273
H -1.02908 -1.21438 -2.67771
H -2.10525 -1.06570 -1.38085
H 0.76114 -0.60452 -1.49064
H 2.16274 1.22473 -0.73030
H 2.94265 1.17434 0.85981
H 2.54479 -0.34979 0.05811
H -1.47019 0.30429 2.06073
H -2.04908 -0.98988 1.02971
H -2.30721 0.70588 0.55639
*
```

For the HOMO energy, the calculation gives -0.3150 Eh. For the energy above the lowest of the compared OMol25 structures with the same formula, charge and spin, the calculation gives 0.893 eV.